This record from the Open Molecules 2025 dataset describes a single C10H7Cl3O molecule in a non-equilibrium geometry. The level of theory is ωB97M-V with the def2-TZVPD basis set.

```
! wB97M-V def2-TZVPD RIJCOSX def2/J DEFGRID3
* xyz 0 1
C 1.267 -1.719 1.444
C -0.021 -1.272 0.821
Cl -0.684 -2.604 -0.285
C 0.243 0.074 -0.301
C 1.389 0.199 -1.028
C 1.278 1.267 -1.923
C 0.144 2.071 -2.032
C -1.006 1.805 -1.318
C -0.916 0.763 -0.458
C -1.930 0.217 0.555
O -3.042 0.605 0.711
C -1.215 -0.722 1.506
Cl -0.588 0.429 2.716
Cl -2.290 -1.870 2.344
H 1.628 -0.859 1.950
H 1.981 -2.147 0.803
H 1.239 -2.475 2.179
H 2.115 -0.493 -0.935
H 2.100 1.583 -2.608
H 0.268 2.922 -2.786
H -1.960 2.224 -1.354
*
```

Summary:
* E: -50097.20941 eV
* highest occupied orbital energy: -9.92 eV
* max |F|: 0.09723 hartree/bohr
* LUMO level: -0.20 eV

Mulliken population analysis, charges in e, atoms 1 to 6: -1.53 0.32 -0.16 0.51 -0.73 -0.45